Record 1
C31H22Co2NO8 as an isolated structure at a distorted geometry, computed with wB97M-V/def2-TZVPD.

The geometry in XYZ format:
```
64
Properties=species:S:1:pos:R:3:forces:R:3
O 0.651 -1.292 -1.193 0.09 -1.58 0.16
C 0.607 -2.519 -1.064 0.09 0.80 0.01
O 1.704 -3.320 -0.987 -0.43 1.09 -0.09
C 2.952 -2.537 -1.024 -0.46 0.02 -0.02
C 4.095 -3.491 -1.009 0.25 -0.23 0.01
C 4.638 -3.947 -2.208 0.17 0.02 0.19
C 5.716 -4.828 -2.204 0.02 -0.08 0.13
C 6.258 -5.270 -0.991 -0.38 0.25 -0.01
C 5.707 -4.816 0.212 0.01 -0.07 -0.11
C 4.628 -3.934 0.200 0.18 0.00 -0.20
N -0.546 -3.254 -0.947 1.52 -0.24 -0.07
C -1.818 -2.693 -0.939 -1.23 1.96 -1.72
C -2.160 -1.771 -1.894 0.31 -1.47 1.11
C -2.701 -3.078 0.178 -0.56 -0.12 0.68
C -4.059 -2.695 0.239 0.25 -0.23 0.13
C -4.855 -3.025 1.339 0.44 0.03 -0.26
C -4.304 -3.748 2.406 0.26 0.04 -0.24
C -2.960 -4.131 2.361 -0.37 0.23 -0.25
C -2.174 -3.792 1.258 -0.17 -0.06 0.17
H 2.934 -1.924 -1.934 0.04 -0.18 0.27
H 2.948 -1.872 -0.150 0.05 -0.19 -0.25
H 4.220 -3.573 -3.138 0.09 -0.14 -0.01
H 6.136 -5.171 -3.148 -0.07 0.06 0.22
H 7.099 -5.961 -0.985 -0.18 0.17 0.00
H 6.120 -5.149 1.162 -0.06 0.06 -0.22
H 4.204 -3.551 1.124 0.09 -0.14 0.00
H -0.415 -4.243 -0.769 -0.12 0.23 -0.02
H -3.160 -1.350 -1.899 0.33 0.13 0.03
H -1.472 -1.524 -2.701 -0.24 -0.07 0.27
H -4.477 -2.137 -0.595 -0.09 -0.16 0.24
H -5.902 -2.716 1.355 0.34 -0.13 0.03
H -4.925 -4.009 3.258 0.12 0.02 -0.11
H -2.513 -4.691 3.178 -0.13 0.09 -0.09
H -1.127 -4.079 1.259 -0.15 0.04 0.04
O -1.977 7.183 -1.209 1.10 -3.34 -0.96
C -1.656 6.122 -1.540 -1.66 4.05 1.06
Co -1.126 4.443 -1.937 0.63 2.57 -0.52
C 0.076 4.902 -3.239 3.49 0.35 -3.90
O 0.871 5.153 -4.051 -3.00 -0.75 3.04
C -2.581 3.959 -2.876 -2.77 -1.78 -1.26
O -3.522 3.544 -3.393 2.63 1.32 1.32
C -1.031 3.960 -0.227 0.61 -1.43 0.84
C -1.597 3.777 1.089 -0.59 -0.24 1.10
C -1.739 4.827 2.024 0.08 -0.26 -0.26
C -1.943 4.543 3.370 -0.12 0.32 -0.29
C -2.093 3.224 3.799 0.08 -0.02 -0.23
C -2.043 2.181 2.878 -0.25 0.04 -0.23
C -1.850 2.459 1.529 0.50 -0.12 0.07
C -0.573 2.938 -1.100 1.24 -1.70 2.40
C -0.009 1.726 -0.774 -0.13 0.43 -0.12
Co 1.098 4.323 0.024 -3.41 -0.50 -3.04
C 0.835 5.901 0.672 0.09 3.22 2.63
O 0.680 6.903 1.225 0.28 -2.18 -1.65
C 1.471 3.470 1.492 -0.09 -1.40 2.00
O 1.516 2.696 2.326 0.29 0.95 -0.64
C 2.325 4.261 -1.271 4.15 -0.39 -3.41
O 3.187 4.176 -2.041 -2.55 0.32 2.23
H -1.633 5.858 1.680 0.03 -0.27 0.22
H -1.968 5.373 4.079 -0.11 -0.32 -0.15
H -2.268 3.009 4.841 0.09 0.02 0.11
H -2.142 1.139 3.188 -0.10 0.38 -0.01
H -1.802 1.630 0.817 -0.10 0.36 0.31
H -0.131 0.762 -1.276 0.52 0.48 -0.60
H 0.578 1.650 0.150 -0.92 -0.23 -0.06
```
Positions in Å, forces in eV/Å.

Its orbital gap is 5.14 eV. The calculation puts the HOMO energy at -10.5 eV. As for the calculated total energy: -4616.34119 hartree. The calculation puts the molar mass at 654.4 g/mol. The total charge is +1. Its spin multiplicity is 1.

Record 2
C31H22N3OPPt as an isolated structure, computed with wB97M-V/def2-TZVPD.

The geometry in XYZ format:
```
59
Properties=species:S:1:pos:R:3:forces:R:3
Pt 0.259 0.914 0.298 0.30 -0.16 0.26
O 3.085 0.859 -0.542 -0.18 0.22 0.24
C 2.317 0.814 0.407 -0.18 -0.26 -0.22
C 2.917 0.485 1.768 0.06 -0.07 0.04
C 4.289 0.543 1.990 -0.02 0.03 -0.02
C 4.801 0.218 3.233 0.00 -0.01 0.02
C 3.950 -0.181 4.262 0.00 0.01 -0.03
C 2.584 -0.256 4.044 0.01 0.00 0.03
C 2.071 0.081 2.795 0.00 -0.05 -0.06
P 0.319 0.059 2.334 -0.07 0.34 -0.10
C -0.501 1.196 3.490 0.01 -0.06 0.05
C 0.174 2.332 3.932 0.01 -0.03 0.02
C -0.477 3.264 4.724 -0.01 0.01 0.01
C -1.807 3.073 5.072 0.01 0.00 0.00
C -2.486 1.948 4.626 -0.01 -0.01 -0.01
C -1.837 1.013 3.835 0.00 0.01 -0.01
C -0.387 -1.563 2.699 0.05 -0.04 -0.13
C -0.534 -2.032 4.004 0.01 0.02 0.01
C -1.057 -3.293 4.232 0.00 0.00 0.00
C -1.445 -4.089 3.160 0.00 0.00 0.00
C -1.313 -3.622 1.862 0.00 0.00 0.00
C -0.784 -2.359 1.629 0.00 -0.01 0.01
H 4.929 0.842 1.169 0.02 0.00 0.02
H 5.868 0.268 3.411 0.00 0.01 -0.01
H 4.356 -0.435 5.233 0.00 0.00 0.00
H 1.926 -0.565 4.846 0.00 -0.01 0.00
H 1.210 2.486 3.654 0.00 0.01 0.01
H 0.054 4.142 5.069 0.00 0.00 0.00
H -2.315 3.802 5.690 0.00 0.00 0.00
H -3.525 1.801 4.889 0.00 0.00 0.00
H -2.371 0.142 3.477 0.00 0.00 0.00
H -0.259 -1.404 4.843 0.00 0.00 0.00
H -1.171 -3.654 5.246 0.00 0.00 0.00
H -1.858 -5.072 3.342 0.00 0.00 0.00
H -1.625 -4.236 1.028 0.00 0.00 0.00
H -0.690 -1.976 0.621 0.00 -0.01 0.00
N -0.854 2.853 -1.686 -0.02 -0.14 -0.02
C -0.592 3.936 -2.423 0.00 0.02 -0.04
C 0.774 3.982 -2.609 -0.01 -0.01 -0.04
C 1.270 2.864 -1.930 -0.07 -0.10 -0.17
N 0.268 2.181 -1.384 0.18 0.23 0.09
H -1.725 2.482 -1.323 -0.01 0.02 0.05
H -1.381 4.585 -2.761 0.00 -0.01 -0.01
H 1.334 4.714 -3.161 -0.01 0.01 0.00
H 2.275 2.493 -1.822 0.01 0.00 0.06
N -9.773 0.161 -0.242 0.00 0.00 0.00
C -8.629 0.255 -0.183 0.00 0.00 0.00
C -7.199 0.373 -0.107 0.00 0.00 0.00
C -6.482 0.874 -1.192 -0.01 0.00 0.00
C -5.107 0.989 -1.114 0.00 -0.01 0.01
C -4.421 0.608 0.044 0.01 -0.02 0.08
C -5.154 0.102 1.122 0.00 0.01 -0.01
C -6.528 -0.016 1.051 -0.01 0.00 0.00
C -2.997 0.730 0.133 -0.01 0.03 -0.13
C -1.784 0.805 0.202 -0.05 0.03 0.02
H -7.008 1.168 -2.089 0.00 0.00 0.00
H -4.547 1.368 -1.958 -0.01 0.00 0.00
H -4.628 -0.201 2.017 0.00 0.00 0.00
H -7.091 -0.409 1.887 0.00 0.00 0.00
```
Positions in Å, forces in eV/Å.

Its orbital gap is 8.21 eV. The calculation puts the HOMO energy at -8.2 eV. As for the calculated total energy: -1894.68707 hartree. The calculation puts the molar mass at 678.6 g/mol. Its spin multiplicity is 1.

Record 3
C31H22N6O8PtS3 as an isolated structure, computed with wB97M-V/def2-TZVPD.

The geometry in XYZ format:
```
71
Properties=species:S:1:pos:R:3:forces:R:3
Pt 0.716 -0.595 0.107 0.23 0.36 -0.27
O -0.050 -2.234 0.951 -0.13 0.17 0.04
C -1.025 -2.870 0.343 0.07 -0.04 0.08
C -1.818 -3.707 1.155 0.00 -0.03 -0.04
C -2.824 -4.470 0.622 -0.03 -0.02 0.03
C -3.108 -4.453 -0.752 0.02 0.02 -0.01
C -2.353 -3.649 -1.561 -0.01 -0.01 0.04
C -1.316 -2.839 -1.046 -0.02 0.02 -0.08
C -0.591 -2.062 -2.007 0.10 -0.08 0.02
N 0.287 -1.167 -1.744 -0.25 0.28 0.10
C 1.096 -0.479 -2.755 -0.08 -0.21 -0.04
C 1.234 0.988 -2.367 -0.23 0.14 -0.04
N 1.140 1.121 -0.908 0.88 -0.31 0.17
C 1.128 2.268 -0.333 -0.62 -0.10 -0.05
C 0.373 2.486 0.872 0.01 0.09 0.00
C 0.565 3.641 1.644 -0.02 -0.02 -0.02
C -0.265 3.926 2.701 0.00 -0.01 -0.01
C -1.334 3.062 2.972 -0.02 0.00 0.04
C -1.559 1.934 2.216 0.02 0.06 -0.01
C -0.700 1.600 1.158 -0.06 0.07 -0.04
O -0.964 0.506 0.453 -0.10 -0.20 -0.06
H -1.596 -3.723 2.213 0.01 0.00 0.00
H -3.411 -5.100 1.280 0.00 0.00 0.00
H -3.901 -5.062 -1.160 0.00 0.00 0.00
H -2.543 -3.621 -2.628 0.00 0.01 0.00
H -0.788 -2.264 -3.059 -0.01 0.00 0.01
H 0.635 -0.587 -3.738 -0.05 0.06 0.01
H 2.068 -0.967 -2.771 -0.04 0.11 -0.04
H 0.384 1.536 -2.781 0.08 0.07 -0.03
H 2.152 1.438 -2.750 0.07 -0.14 0.02
H 1.531 3.126 -0.872 -0.09 0.01 -0.04
H 1.389 4.301 1.399 0.01 -0.01 0.00
H -0.107 4.808 3.305 0.01 0.00 0.01
H -1.996 3.279 3.801 0.00 0.01 -0.01
H -2.377 1.261 2.434 0.00 0.00 -0.01
S 7.228 -3.581 -2.727 -0.02 0.06 -0.08
C 5.809 -2.879 -2.267 0.11 -0.01 0.10
S 5.158 -3.123 -0.665 0.02 -0.01 -0.07
C 3.828 -2.054 -1.035 -0.05 0.05 0.19
N 3.868 -1.569 -2.221 0.08 0.01 0.01
N 4.967 -2.039 -2.922 -0.09 -0.01 -0.02
C 5.093 -1.542 -4.253 0.08 0.02 -0.05
C 5.651 -2.314 -5.263 -0.09 -0.02 -0.01
C 5.742 -1.791 -6.545 0.02 -0.03 -0.02
C 5.280 -0.517 -6.831 -0.01 0.00 0.04
C 4.716 0.244 -5.815 -0.01 0.01 -0.02
C 4.622 -0.262 -4.530 0.05 0.04 0.03
S 2.709 -1.855 0.275 -0.10 -0.12 0.01
H 6.007 -3.309 -5.053 0.01 0.00 0.02
H 6.179 -2.399 -7.327 0.00 0.01 0.00
H 5.359 -0.118 -7.833 0.00 0.00 0.00
H 4.355 1.243 -6.020 0.01 0.00 0.00
H 4.200 0.336 -3.736 0.01 -0.02 0.03
O 2.873 1.292 1.583 0.25 -0.13 -0.03
C 2.146 0.680 2.337 -0.26 0.06 0.09
O 1.149 -0.095 2.011 0.23 -0.20 0.07
C 2.258 0.841 3.832 0.06 0.01 -0.03
C 3.124 1.808 4.325 -0.02 -0.04 -0.01
C 3.207 1.988 5.691 0.06 0.07 0.06
C 2.474 1.244 6.593 0.00 -0.02 -0.07
C 1.624 0.294 6.061 -0.04 -0.04 0.07
C 1.494 0.076 4.703 0.00 0.02 -0.03
N 0.808 -0.516 6.993 0.01 0.03 -0.03
O 0.016 -1.295 6.508 0.01 -0.01 0.01
O 0.983 -0.343 8.181 0.00 0.00 0.01
N 4.114 3.031 6.219 -0.05 -0.04 -0.01
O 4.244 3.099 7.423 0.00 0.01 0.00
O 4.661 3.753 5.414 0.02 0.01 -0.01
H 3.715 2.403 3.644 0.00 0.01 0.01
H 2.558 1.397 7.658 0.00 0.00 0.00
H 0.810 -0.669 4.327 0.00 0.00 0.00
```
Positions in Å, forces in eV/Å.

Its orbital gap is 6.93 eV. The calculation puts the HOMO energy at -8.1 eV. As for the calculated total energy: -3438.68587 hartree. The calculation puts the molar mass at 897.8 g/mol. Its spin multiplicity is 1.